[1]
DFT (ωB97M-V/def2-TZVPD) results for a 3-piece molecular cluster, C21H49FO2S2Si overall.

```
76
Properties=species:S:1:pos:R:3:forces:R:3
C -1.6666 0.9537 4.0480 -0.698 -0.580 -0.010
C -3.2866 1.2599 3.8100 0.349 -1.628 0.002
C -3.6225 0.8153 2.2605 0.280 0.108 -0.887
C -3.9158 2.0653 1.2380 0.445 0.755 -0.054
C -3.2687 1.8539 -0.2802 -0.490 -0.011 0.610
C -3.6527 0.3604 -0.9272 0.093 1.273 0.040
C -3.1158 0.3227 -2.4752 -0.949 -0.168 -0.332
C -2.6523 -1.1511 -3.0198 0.764 0.068 -0.621
C -1.5609 -1.9337 -2.0806 0.504 -0.844 -0.614
C -0.0163 -1.3966 -2.2122 0.347 -0.716 0.906
C 0.2123 0.1735 -1.8004 0.071 0.106 -0.888
C 0.4761 1.0240 -3.2008 0.862 0.491 0.932
C 0.5898 2.6603 -2.9008 -1.152 -0.089 -1.218
Si 2.2863 3.0932 -2.0751 -0.519 2.011 -0.479
F 2.9704 4.5456 -2.8798 -1.308 -2.849 1.676
C 2.1892 3.4274 -0.1779 0.846 0.525 1.570
C 1.5782 4.9536 0.1152 0.423 -0.659 0.368
C 3.7262 3.3042 0.4593 -0.208 0.371 0.030
C 3.6610 3.5083 2.1056 0.047 -0.601 0.485
H -1.4900 -0.2160 3.8987 -0.584 2.665 0.340
H -1.3342 1.2114 5.1490 -0.520 -0.286 -2.341
H -1.0345 1.4908 3.2167 -1.110 -0.835 1.822
H -3.8794 0.4970 4.5108 1.246 1.899 -1.332
H -3.5886 2.3573 4.0817 0.613 -2.108 -0.680
H -4.5059 0.0484 2.1680 1.703 1.459 0.423
H -2.6545 0.2604 1.8389 -2.038 1.113 0.927
H -3.4112 3.0243 1.7366 -1.042 -1.920 -1.209
H -5.0603 2.3285 1.1194 2.226 -0.760 0.408
H -3.6615 2.7280 -0.9823 0.753 -1.929 1.402
H -2.1071 2.0112 -0.1780 -2.148 -0.565 -0.332
H -4.8203 0.2547 -0.9360 2.192 0.167 0.135
H -3.2219 -0.4723 -0.2270 -0.696 1.543 -1.540
H -2.2777 1.1362 -2.6278 -1.540 -1.808 0.323
H -4.0332 0.6580 -3.1610 2.020 -0.592 1.437
H -3.5597 -1.8797 -3.2813 1.787 1.761 0.887
H -2.1128 -0.9632 -4.0681 -1.129 -0.461 2.177
H -1.8271 -1.9867 -0.9419 0.231 0.302 -2.157
H -1.5489 -3.0650 -2.4615 0.016 2.386 0.840
H 0.4471 -1.6750 -3.2755 -1.137 0.844 2.310
H 0.6225 -2.0386 -1.4347 -1.397 1.215 -1.716
H 1.1703 0.2580 -1.1282 -1.683 -0.093 -1.322
H -0.6768 0.6358 -1.1582 1.787 -1.099 -1.525
H -0.2967 0.7880 -4.0478 1.308 0.445 1.813
H 1.5438 0.6943 -3.5865 -2.227 0.487 0.614
H -0.3475 3.0551 -2.2809 1.973 -0.885 -1.251
H 0.5494 3.2075 -3.9541 0.070 -1.002 2.158
H 3.1796 1.9509 -2.2895 0.354 0.055 -0.229
H 1.5503 2.6166 0.4184 1.177 1.619 -1.541
H 1.1307 5.3336 -0.8993 0.664 -0.315 2.264
H 0.7915 4.9110 0.9973 1.419 0.179 -2.093
H 2.4544 5.6507 0.4971 -1.831 -1.349 -1.070
H 4.1870 2.2669 0.1669 -0.906 1.902 0.704
H 4.4338 4.1269 -0.0357 -1.631 -1.686 1.100
H 2.5481 3.7564 2.4567 2.536 -0.266 -0.841
H 3.9413 2.5110 2.6954 -0.540 2.042 -1.464
H 4.4264 4.3223 2.4917 -1.782 -1.556 -0.862
C 3.3088 -5.7217 -3.1221 0.117 0.063 -0.018
S 1.5404 -5.3454 -3.1854 0.004 0.389 0.003
O 1.3967 -3.9361 -3.6781 0.168 -0.607 0.264
C 1.2925 -5.3227 -1.3937 0.019 0.092 0.028
H 3.6952 -5.7486 -4.1437 -0.167 0.023 0.104
H 3.8351 -4.9495 -2.5560 -0.129 -0.011 -0.035
H 3.4575 -6.6974 -2.6538 -0.082 0.060 -0.040
H 1.9445 -4.5754 -0.9355 -0.052 -0.043 -0.075
H 1.5085 -6.3117 -0.9829 -0.023 0.063 -0.081
H 0.2499 -5.0670 -1.1903 0.131 -0.023 -0.123
C 0.2356 -1.9227 3.4016 0.020 -0.091 -0.005
S 1.7337 -2.8831 3.0757 -0.208 -0.374 -0.168
O 1.3278 -4.1039 2.3049 0.114 0.519 0.392
C 2.0053 -3.3888 4.7912 -0.025 -0.091 0.084
H -0.1414 -1.5340 2.4526 0.160 -0.090 0.061
H -0.5246 -2.5601 3.8595 0.102 -0.035 -0.043
H 0.4745 -1.0880 4.0646 0.089 -0.102 -0.091
H 1.1347 -3.9347 5.1623 0.030 0.042 -0.119
H 2.1851 -2.5052 5.4080 0.000 -0.028 -0.106
H 2.8826 -4.0389 4.8271 -0.111 0.113 -0.126
```
Forces are in eV/Å.

* Kohn-Sham gap: 9.2 eV
* charge: 0
* E_LUMO: 0.356 eV
* F_max: 0.06913 Eh/bohr
* HOMO level: -8.867 eV
* 2S+1: 1

Here are the Löwdin charges for atoms 1 to 5, given in e: -0.150, -0.244, -0.234, -0.221, -0.214

---

[2]
DFT (ωB97M-V/def2-TZVPD) results for C21H49MnN6O7 as an isolated structure.

```
84
Properties=species:S:1:pos:R:3:forces:R:3
Mn -1.1899 0.0216 3.9381 1.978 -0.991 -2.767
C -0.8974 -1.2606 -0.2331 -0.375 1.099 1.466
C -0.4334 0.0320 0.5306 -2.830 0.183 0.395
C -1.3953 1.1993 0.1017 0.652 -0.194 0.227
O -0.5624 -0.0877 1.9673 0.199 -0.066 0.924
H -1.8261 -1.6024 0.2240 -0.221 0.033 0.161
H -0.1970 -2.0878 -0.1173 0.182 0.184 -0.658
H -1.1902 -0.9288 -1.2292 0.651 -0.654 -0.315
H 0.5668 0.2445 0.1530 0.408 0.233 0.639
H -2.3506 1.1774 0.6261 -0.149 -0.693 -0.114
H -1.5794 1.1969 -0.9726 -0.018 0.128 0.010
H -1.0241 2.1786 0.4037 0.524 0.051 -0.172
C 4.8968 -2.8200 0.9679 -0.589 -1.307 -0.081
O 4.4522 -3.1904 -0.0892 0.390 -0.149 -0.922
N 4.3362 -1.8657 1.7025 -0.218 0.415 1.080
C 3.3173 -0.9816 1.1724 -0.307 1.053 0.874
C 4.7600 -1.7434 3.0957 -0.225 0.669 -0.437
H 5.6992 -3.3260 1.5268 0.307 -0.089 -0.356
H 2.9389 -1.1336 0.1615 0.929 -0.423 -0.039
H 3.7219 0.0211 1.3102 -0.029 0.369 -0.564
H 2.4017 -0.9364 1.7620 -0.120 -0.541 0.522
H 3.8821 -1.7515 3.7417 -0.034 -0.132 0.147
H 5.4446 -2.5434 3.3774 -0.240 -0.086 -0.148
H 5.2977 -0.8119 3.2729 -0.008 0.252 -0.004
C 1.9301 0.3644 5.0731 1.385 1.078 -0.758
O 0.8188 0.0075 4.6737 -0.842 0.237 0.313
N 2.6501 1.3849 4.5512 -0.625 -1.213 1.829
C 3.9292 1.8026 5.1226 0.085 0.272 -0.005
C 2.1378 2.2849 3.5663 0.062 0.449 -0.904
H 2.4735 -0.1910 5.8531 -0.216 0.063 -0.086
H 3.8555 2.8150 5.5196 -0.191 0.136 -0.134
H 4.6503 1.8257 4.3056 0.222 -0.136 0.210
H 4.2833 1.2104 5.9664 -0.210 -0.431 -0.334
H 2.9812 2.5292 2.9205 -0.170 -0.131 -0.409
H 1.3219 1.8427 2.9946 0.111 -0.034 0.013
H 1.8493 3.2516 3.9791 -0.271 -0.091 0.354
C -0.8216 -1.4811 -4.3285 -1.553 -1.556 1.330
O -0.8472 -2.6459 -3.9415 0.223 0.304 -0.490
N 0.1211 -0.6017 -4.0746 1.108 0.755 1.046
C -0.0273 0.7459 -4.5401 0.772 1.102 -0.390
C 1.3401 -0.9472 -3.3359 0.473 -0.247 -0.590
H -1.7242 -1.0077 -4.7449 0.071 -0.064 -0.536
H 0.5096 0.8816 -5.4789 -0.014 0.142 -0.160
H 0.4211 1.4588 -3.8481 -0.032 -0.132 0.106
H -1.0513 1.0875 -4.6912 -0.106 -0.485 0.059
H 2.1528 -1.1402 -4.0362 0.044 -0.176 -0.188
H 1.7308 -0.1331 -2.7255 -0.591 0.262 0.070
H 1.2423 -1.8431 -2.7227 -0.447 0.097 -0.162
C -5.0520 1.0299 -3.0425 1.049 -0.747 -0.617
O -4.4096 1.6662 -2.2327 -0.110 0.220 0.303
N -5.2451 -0.3055 -2.9909 0.050 -1.152 -0.134
C -5.9098 -1.0564 -4.0608 0.464 0.412 0.216
C -4.5168 -1.1510 -2.0664 0.250 -0.246 1.652
H -5.3526 1.4313 -4.0227 -0.605 0.352 0.213
H -5.1584 -1.4311 -4.7559 -0.066 -0.003 -0.259
H -6.6233 -0.4104 -4.5723 -0.028 -0.237 -0.002
H -6.3797 -1.9287 -3.6066 -0.338 0.230 -0.169
H -4.7690 -0.9265 -1.0300 -0.174 0.312 0.068
H -4.7205 -2.2189 -2.1456 -0.534 0.177 -0.616
H -3.4270 -1.1317 -2.0650 0.151 0.666 -0.677
C -0.0553 4.8536 -3.8477 -0.056 0.023 0.932
O 0.3970 3.8618 -4.4055 -0.817 0.535 0.486
N -1.1534 4.9339 -3.0205 1.117 -0.429 -0.013
C -1.6406 6.1733 -2.4070 0.059 0.066 -0.452
C -1.9584 3.7765 -2.6684 -0.266 0.077 -0.698
H 0.4709 5.8201 -3.8815 -0.091 0.121 -0.262
H -2.5523 6.4530 -2.9350 0.068 0.467 -0.079
H -0.9006 6.9734 -2.3859 0.050 -0.069 -0.638
H -1.9363 6.1122 -1.3596 0.142 -0.841 0.107
H -1.8405 3.5679 -1.6051 -0.474 0.039 -0.005
H -2.9666 4.0367 -2.9910 -0.371 -0.264 0.730
H -1.7435 2.8618 -3.2208 0.579 0.315 -0.090
C -1.0555 -2.8377 3.3912 3.043 -2.511 -2.410
O -1.2557 -2.0324 4.2887 -0.544 1.067 1.316
N 0.0614 -3.6314 3.2431 -1.389 -0.439 -0.054
C 1.1314 -3.8579 4.2078 0.042 0.642 0.232
C 0.1939 -4.4669 1.9946 -0.243 1.129 -0.252
H -1.6774 -2.9833 2.4944 -0.348 0.380 0.399
H 1.1802 -4.8898 4.5555 -0.403 -0.041 -0.040
H 1.0232 -3.1895 5.0620 -0.053 -0.038 -0.075
H 2.0888 -3.6713 3.7212 0.021 0.211 -0.037
H -0.6457 -5.1358 1.8052 -0.020 0.096 0.307
H 0.2811 -3.7588 1.1705 -0.213 -0.124 -0.150
H 1.1206 -5.0375 1.9336 -0.090 0.059 0.714
```
Forces are in eV/Å.

* Kohn-Sham gap (alpha / beta): 6.5 / 6.4 eV
* charge: +1
* E_LUMO (alpha / beta): -4.150 / -4.193 eV
* relative energy (zero: lowest compared OMol25 entry of this formula, charge and spin): 27.7 kcal per mole
* F_max: 0.08989 Eh/bohr
* HOMO level (alpha / beta): -10.603 / -10.603 eV
* 2S+1: 6

Here are the Löwdin charges for atoms 1 to 5, given in e: 1.162, -0.045, -0.480, -0.068, -0.384

---

> Which of these has the highest F_max?

C21H49MnN6O7